# 1
DFT (ωB97M-V/def2-TZVPD) results for C21H36ClCrN3OS3 as an isolated structure.

```
66
C21H36ClCrN3OS3, DFT ωB97M-V/def2-TZVPD
Cr 0.10405 -0.41060 -0.41146
C -2.33957 -0.57364 2.87574
C -1.93255 0.84582 3.29258
S -1.89038 1.92978 1.84954
C -0.28116 2.74676 1.93600
C 0.94145 1.93731 2.35074
S 1.35155 0.38013 1.48516
C 1.04029 -0.87053 2.77836
C 0.03241 -1.95367 2.38076
S -1.43451 -1.35856 1.50679
H -3.37928 -0.57860 2.54896
H -2.25495 -1.26242 3.71741
H -0.96215 0.85142 3.78602
H -2.66257 1.23295 4.00104
H -0.34966 3.59804 2.61410
H -0.15794 3.12838 0.92174
H 0.91606 1.68915 3.40982
H 1.82068 2.56144 2.19858
H 0.72218 -0.34337 3.67420
H 2.00804 -1.32856 2.98462
H -0.29064 -2.50536 3.26460
H 0.48754 -2.66439 1.69309
C -3.29805 1.20205 -1.81684
N -2.41492 2.14193 -2.50205
C -3.01166 2.99382 -3.52322
C -1.95678 3.44472 -4.50712
C -0.87192 4.15142 -3.72949
N -0.38473 3.30290 -2.64962
C 0.91265 3.65925 -2.09065
C -1.15549 2.35383 -2.02888
O -0.70050 1.70599 -1.07156
H -3.91600 1.70519 -1.06434
H -2.71870 0.42056 -1.34745
H -3.94987 0.73999 -2.55792
H -3.49118 3.86715 -3.06810
H -3.78986 2.42041 -4.01996
H -2.38587 4.11418 -5.25148
H -1.54062 2.57374 -5.01767
H -1.25726 5.09622 -3.33068
H -0.02695 4.39449 -4.37139
H 0.86914 4.62854 -1.57797
H 1.64876 3.72423 -2.89236
H 1.23692 2.89625 -1.39649
C 4.81028 -2.77618 1.51081
N 4.62620 -1.73244 0.52843
C 4.88364 -0.42470 1.10600
C 3.32999 -1.86135 -0.12129
C 3.09071 -0.95513 -1.31760
C 4.15257 -0.77074 -2.21178
C 3.97710 -0.06265 -3.39164
C 2.71458 0.43339 -3.69730
C 1.66530 0.23847 -2.80695
C 1.81203 -0.42604 -1.57384
H 5.78698 -2.67299 1.98592
H 4.76015 -3.75848 1.03615
H 4.04340 -2.74474 2.30870
H 5.94108 -0.34347 1.36594
H 4.29258 -0.24168 2.02140
H 4.64241 0.35709 0.38659
H 2.49986 -1.74917 0.59749
H 3.26832 -2.89570 -0.47007
H 5.12022 -1.20347 -1.97297
H 4.80947 0.07888 -4.07404
H 2.54546 0.95843 -4.63394
H 0.68104 0.59745 -3.09466
Cl -1.10454 -1.62940 -1.87849
```

Computed properties:
- Charge: 0
- Lowest unoccupied orbital energy (spin up / spin down): 0.2 / 0.2 eV
- E_HOMO (spin up / spin down): -0.2649 / -0.2843 Eh
- Multiplicity: 5
- Frontier orbital gap (spin up / spin down): 0.2719 / 0.2912 hartree
- DFT total energy: -3760.55134 hartree
- Expectation value of S²: 6.04
- Relative energy (zero: lowest compared OMol25 entry of this formula, charge and spin): 0.00 kcal/mol



# 2
DFT (ωB97M-V/def2-TZVPD) results for C21H36CoF6N2O13P2 as an isolated structure.

```
81
C21H36CoF6N2O13P2, DFT ωB97M-V/def2-TZVPD
Co 0.18007 0.35358 2.49439
N -1.57700 -0.42489 1.81440
C -2.64317 0.53789 2.11040
C -2.07763 1.95499 1.99931
O -2.80567 2.90673 1.65204
N -0.80822 1.96967 2.35304
C -0.03809 3.18431 2.32186
C 1.43209 2.83130 2.10495
O 2.23785 3.72738 1.82337
O 1.72201 1.58816 2.22753
H -1.40735 -0.48369 0.81524
H -1.72100 -1.35829 2.19923
H -2.94687 0.38140 3.14756
H -3.52417 0.43741 1.46900
H -0.09597 3.71448 3.28202
H -0.38394 3.87844 1.55118
C 0.41176 4.07802 -0.81728
C 1.32841 3.10729 -1.53240
C 2.25959 2.35651 -0.60652
O 0.56856 2.12755 -2.33112
P -0.70747 1.37645 -1.79934
O -0.99847 1.40933 -0.36894
C -0.42020 -0.30725 -2.39960
P 0.93889 -1.09223 -1.51173
O 1.02101 -0.74282 -0.10125
O 2.27869 -0.70434 -2.28843
C 2.55018 -1.10718 -3.63868
C 2.64011 0.13618 -4.50364
C 3.84163 -1.90210 -3.62391
O 0.67769 -2.62750 -1.86916
C 1.22741 -3.63720 -0.96257
C 1.58722 -4.83154 -1.82005
C 0.20406 -3.94749 0.10276
O -1.84556 1.98232 -2.74138
C -3.27273 1.77946 -2.59904
C -3.73895 1.49668 -1.18303
C -3.70351 0.70007 -3.57785
H 1.01689 4.88559 -0.40207
H -0.10351 3.59528 0.01252
H -0.32121 4.50017 -1.50802
H 1.89516 3.63794 -2.30186
H 1.70486 1.70366 0.07216
H 2.80923 3.05818 0.02273
H 2.95882 1.74673 -1.17964
H -0.24747 -0.33104 -3.47760
H -1.31534 -0.88815 -2.16638
H 1.73922 -1.75183 -3.99387
H 3.50687 0.73211 -4.21136
H 1.75392 0.75867 -4.38383
H 2.74554 -0.14395 -5.55423
H 4.65837 -1.27056 -3.27114
H 4.08060 -2.26267 -4.62679
H 3.75782 -2.75639 -2.95292
H 2.12214 -3.22235 -0.49028
H 0.68660 -5.25137 -2.27339
H 2.05409 -5.59970 -1.20204
H 2.27873 -4.55558 -2.61757
H -0.70521 -4.34750 -0.35397
H -0.03663 -3.05497 0.67600
H 0.59793 -4.68202 0.80669
H -3.69118 2.73444 -2.92564
H -3.40960 0.51584 -0.83622
H -4.83140 1.51117 -1.17544
H -3.37186 2.22016 -0.45683
H -3.33816 -0.27834 -3.26047
H -3.32084 0.90859 -4.57758
H -4.79321 0.65251 -3.62086
F 1.88504 -4.33952 3.35252
C 1.15007 -3.50240 4.15021
F 0.45021 -4.30366 4.97470
F 2.02328 -2.82892 4.90224
C 0.25333 -2.59199 3.25474
O -0.90748 -2.98657 3.08907
O 0.87598 -1.63893 2.75164
F -2.55058 1.69551 5.87214
C -1.83702 0.62223 6.29428
F -2.51997 -0.46871 5.88521
F -1.91760 0.62564 7.64564
C -0.36440 0.68688 5.75014
O 0.43967 1.23888 6.49659
O -0.25294 0.17784 4.61843
```

Computed properties:
- Charge: -2
- Lowest unoccupied orbital energy (spin up / spin down): 3.7 / 3.7 eV
- E_HOMO (spin up / spin down): -0.0767 / -0.0702 Eh
- Multiplicity: 2
- Frontier orbital gap (spin up / spin down): 0.2144 / 0.2079 hartree
- DFT total energy: -4574.53992 hartree
- Expectation value of S²: 0.85



# 3
DFT (ωB97M-V/def2-TZVPD) results for C21H36CsGeNO8S as an isolated structure.

```
69
C21H36CsGeNO8S, DFT ωB97M-V/def2-TZVPD
Cs -0.78783 -0.05295 0.11333
C 2.60411 3.35141 0.48958
C 2.81055 1.90120 0.07324
C 4.22744 1.69133 -0.45142
C 2.52713 0.96679 1.23217
O 1.87008 1.68891 -1.00355
Ge 1.75952 0.32333 -2.12845
O 1.73840 -1.19036 -1.18663
C 1.56987 -2.58524 -1.51671
C 1.73983 -3.33875 -0.20104
C 0.19485 -2.88328 -2.11921
C 2.67424 -2.96548 -2.49978
O 0.16852 0.50667 -2.92194
C -0.39459 1.57942 -3.68248
C -0.67172 2.79840 -2.80897
C -1.70153 1.02115 -4.23541
C 0.54953 1.93772 -4.82757
H 3.26458 3.59876 1.32191
H 1.57260 3.50201 0.81049
H 2.81387 4.02544 -0.34357
H 4.95748 1.93753 0.32070
H 4.40833 2.32354 -1.32373
H 4.37809 0.64554 -0.73476
H 3.22837 1.13559 2.05019
H 2.61073 -0.08277 0.94441
H 1.52857 1.11397 1.64698
H 0.96765 -3.06386 0.51948
H 2.70408 -3.09699 0.24722
H 1.69285 -4.41278 -0.39718
H -0.61006 -2.74920 -1.39187
H 0.18715 -3.93138 -2.42498
H -0.00078 -2.25593 -2.99201
H 3.64727 -2.69916 -2.08406
H 2.54352 -2.43793 -3.44972
H 2.66093 -4.03863 -2.69831
H -1.37144 2.54697 -2.00955
H -1.12512 3.57800 -3.42430
H 0.24582 3.17967 -2.35951
H -2.36019 0.72848 -3.41657
H -1.50473 0.14219 -4.85112
H -2.21135 1.77229 -4.84166
H 1.48072 2.35807 -4.43750
H 0.09360 2.67525 -5.49023
H 0.78735 1.04360 -5.40675
O 2.14818 -0.96839 3.82457
C 1.00271 -0.95529 3.33408
O 0.52088 -1.65330 2.40657
C 0.03240 0.09652 3.92164
C 0.23905 0.71962 5.14717
C -0.68528 1.66177 5.57976
C -1.78482 1.96028 4.78738
C -1.92093 1.28510 3.58055
N -1.03126 0.38396 3.17431
C -3.10662 1.57200 2.64039
O -4.08939 2.12647 3.15691
O -2.95722 1.19684 1.44306
H 1.12070 0.46597 5.71970
H -0.54529 2.16284 6.53180
H -2.54098 2.67626 5.07718
C -5.21049 -3.21234 0.51138
S -4.18274 -1.74596 0.71625
C -3.89598 -1.87027 2.47906
O -2.88169 -2.10527 0.05824
H -4.67601 -4.09148 0.87146
H -5.40967 -3.30298 -0.55519
H -6.14681 -3.07320 1.05433
H -4.77126 -1.50356 3.01524
H -3.04435 -1.21508 2.67264
H -3.65141 -2.89907 2.74234
```

Computed properties:
- Charge: -1
- Lowest unoccupied orbital energy (spin up / spin down): 1.9 / 0.8 eV
- E_HOMO (spin up / spin down): -0.1872 / -0.1872 Eh
- Multiplicity: 2
- Frontier orbital gap (spin up / spin down): 0.2571 / 0.2169 hartree
- DFT total energy: -3973.87603 hartree
- Expectation value of S²: 0.75
- Relative energy (zero: lowest compared OMol25 entry of this formula, charge and spin): 3.58 kcal/mol



Copy entry 1 word for word.
DFT (ωB97M-V/def2-TZVPD) results for C21H36ClCrN3OS3 as an isolated structure.

```
66
C21H36ClCrN3OS3, DFT ωB97M-V/def2-TZVPD
Cr 0.10405 -0.41060 -0.41146
C -2.33957 -0.57364 2.87574
C -1.93255 0.84582 3.29258
S -1.89038 1.92978 1.84954
C -0.28116 2.74676 1.93600
C 0.94145 1.93731 2.35074
S 1.35155 0.38013 1.48516
C 1.04029 -0.87053 2.77836
C 0.03241 -1.95367 2.38076
S -1.43451 -1.35856 1.50679
H -3.37928 -0.57860 2.54896
H -2.25495 -1.26242 3.71741
H -0.96215 0.85142 3.78602
H -2.66257 1.23295 4.00104
H -0.34966 3.59804 2.61410
H -0.15794 3.12838 0.92174
H 0.91606 1.68915 3.40982
H 1.82068 2.56144 2.19858
H 0.72218 -0.34337 3.67420
H 2.00804 -1.32856 2.98462
H -0.29064 -2.50536 3.26460
H 0.48754 -2.66439 1.69309
C -3.29805 1.20205 -1.81684
N -2.41492 2.14193 -2.50205
C -3.01166 2.99382 -3.52322
C -1.95678 3.44472 -4.50712
C -0.87192 4.15142 -3.72949
N -0.38473 3.30290 -2.64962
C 0.91265 3.65925 -2.09065
C -1.15549 2.35383 -2.02888
O -0.70050 1.70599 -1.07156
H -3.91600 1.70519 -1.06434
H -2.71870 0.42056 -1.34745
H -3.94987 0.73999 -2.55792
H -3.49118 3.86715 -3.06810
H -3.78986 2.42041 -4.01996
H -2.38587 4.11418 -5.25148
H -1.54062 2.57374 -5.01767
H -1.25726 5.09622 -3.33068
H -0.02695 4.39449 -4.37139
H 0.86914 4.62854 -1.57797
H 1.64876 3.72423 -2.89236
H 1.23692 2.89625 -1.39649
C 4.81028 -2.77618 1.51081
N 4.62620 -1.73244 0.52843
C 4.88364 -0.42470 1.10600
C 3.32999 -1.86135 -0.12129
C 3.09071 -0.95513 -1.31760
C 4.15257 -0.77074 -2.21178
C 3.97710 -0.06265 -3.39164
C 2.71458 0.43339 -3.69730
C 1.66530 0.23847 -2.80695
C 1.81203 -0.42604 -1.57384
H 5.78698 -2.67299 1.98592
H 4.76015 -3.75848 1.03615
H 4.04340 -2.74474 2.30870
H 5.94108 -0.34347 1.36594
H 4.29258 -0.24168 2.02140
H 4.64241 0.35709 0.38659
H 2.49986 -1.74917 0.59749
H 3.26832 -2.89570 -0.47007
H 5.12022 -1.20347 -1.97297
H 4.80947 0.07888 -4.07404
H 2.54546 0.95843 -4.63394
H 0.68104 0.59745 -3.09466
Cl -1.10454 -1.62940 -1.87849
```

Computed properties:
- Charge: 0
- Lowest unoccupied orbital energy (spin up / spin down): 0.2 / 0.2 eV
- E_HOMO (spin up / spin down): -0.2649 / -0.2843 Eh
- Multiplicity: 5
- Frontier orbital gap (spin up / spin down): 0.2719 / 0.2912 hartree
- DFT total energy: -3760.55134 hartree
- Expectation value of S²: 6.04
- Relative energy (zero: lowest compared OMol25 entry of this formula, charge and spin): 0.00 kcal/mol



- Which formula does entry 3 have?
  C21H36CsGeNO8S



- Among the records above, which one has the lowest charge?
  C21H36CoF6N2O13P2